[1]
The following is a quantum chemistry calculation of a 14-piece molecular cluster, C4H35NO15 overall at a distorted geometry, from the Open Molecules 2025 dataset.

Energy above the lowest of the compared OMol25 structures with the same formula, charge and spin   32.7 kcal per mole
Calculated total energy   -1356.78708 hartree
HOMO-LUMO gap   10.165 eV
Charge   0
Multiplicity   1
HOMO level   -10.1 eV
Largest force on an atom   2.6 eV Å⁻¹

Geometry as XYZ:
```
55
Properties=species:S:1:pos:R:3:mulliken_charge:R:1
C 0.90896 -3.36385 0.75525 -1.260
C 0.99193 -3.06949 -0.73506 0.528
C -0.37220 -3.30979 -1.40088 -1.378
N 1.41696 -1.72305 -1.10932 0.151
C 1.13999 -0.57464 -0.40545 0.164
O 1.85463 0.41324 -1.01304 -0.675
O 0.24317 -0.40560 0.38321 -0.446
H 1.12805 -4.40724 0.99969 0.393
H 0.00033 -3.00298 1.20977 0.260
H 1.75749 -2.89142 1.28041 0.245
H 1.68205 -3.76707 -1.19976 -0.047
H -1.06795 -2.50982 -1.11781 0.270
H -0.83462 -4.28735 -1.26217 0.407
H -0.31961 -3.20619 -2.48214 0.369
H 1.99871 -1.63370 -1.92567 0.390
H 2.06354 1.21075 -0.45918 0.584
H 0.26583 2.24605 -3.19913 0.354
H 0.83115 1.70606 -1.97781 0.439
O 0.42539 2.53562 -2.29044 -0.680
H 0.93422 4.15779 -0.99134 0.344
H 0.03642 4.93511 0.08849 0.300
O 0.91623 4.64102 -0.15708 -0.663
H 3.87337 -3.50641 -2.33176 0.348
H 2.53919 -4.03038 -2.82644 0.333
O 3.15153 -3.29231 -2.93428 -0.672
H 5.06544 -2.36563 0.16964 0.330
H 3.71896 -2.34152 0.70919 0.261
O 4.36370 -2.99166 0.39138 -0.595
H -2.34798 3.56628 1.57358 0.289
H -2.06133 3.75660 0.10409 0.390
O -2.25220 4.26510 0.91654 -0.632
H -4.33794 -1.32129 0.30191 0.375
H -5.02437 -0.89524 -1.11285 0.284
O -4.58064 -1.56830 -0.59638 -0.626
H -1.30087 0.49500 -2.38111 0.329
H -0.54807 -0.68220 -2.91501 0.311
O -0.96055 0.14871 -3.21539 -0.658
H -0.02098 -1.52693 2.92007 0.327
H -1.01670 -1.27744 1.98485 0.255
O -0.79999 -0.95291 2.87366 -0.599
H -1.39202 1.20778 3.96612 0.288
H -1.11664 1.75718 2.60061 0.348
O -1.45808 2.03186 3.47340 -0.633
H 1.09112 4.06324 2.14186 0.354
H 0.83161 3.38329 3.52274 0.333
O 1.51919 3.61745 2.88313 -0.717
H -1.21864 2.90455 -1.59220 0.406
H -2.75833 2.42886 -2.07732 0.279
O -2.16615 2.75679 -1.39543 -0.715
H -3.77226 -0.50391 2.69662 0.313
H -5.15199 -0.16960 2.40673 0.326
O -4.53026 -0.88742 2.23253 -0.661
H 2.11445 2.54264 1.58343 0.343
H 2.42108 3.28145 0.32217 0.265
O 2.12567 2.41293 0.61338 -0.629
```

[2]
The following is a quantum chemistry calculation of the molecule C5H10N2 at a distorted geometry, from the Open Molecules 2025 dataset.

Energy above the lowest of the compared OMol25 structures with the same formula, charge and spin   40.8 kcal per mole
Calculated total energy   -305.95883 hartree
HOMO-LUMO gap   9.986 eV
Charge   0
Multiplicity   1
SMILES   C[C@@H]1N=CN[C@H]1C
HOMO level   -9.0 eV
Largest force on an atom   3.4 eV Å⁻¹

Geometry as XYZ:
```
17
Properties=species:S:1:pos:R:3:mulliken_charge:R:1
C -1.79795 -0.94569 -0.39900 -1.393
C -0.75835 -0.32419 0.53104 0.494
N -1.26942 0.99188 0.88985 -0.620
C -0.61725 1.72828 0.09474 -0.128
N 0.39195 1.15175 -0.77276 -0.465
C 0.59534 -0.27599 -0.19469 0.076
C 1.95531 -0.36466 0.43917 -1.263
H -1.57290 -1.97091 -0.36056 0.393
H -2.83174 -0.63048 -0.00891 0.386
H -1.47922 -0.59132 -1.51342 0.229
H -0.77930 -1.04296 1.42061 0.384
H -0.62233 2.78620 -0.00004 0.406
H 1.22839 1.86790 -0.77810 0.340
H 0.47211 -1.13207 -0.95482 0.243
H 2.69963 0.08450 -0.39718 0.297
H 2.11370 0.08204 1.51356 0.256
H 2.27205 -1.41428 0.49051 0.363
```

[3]
The following is a quantum chemistry calculation of a 3-piece molecular cluster, CH2O3S2 overall at a distorted geometry, from the Open Molecules 2025 dataset.

Energy above the lowest of the compared OMol25 structures with the same formula, charge and spin   11.6 kcal per mole
Calculated total energy   -1061.35517 hartree
HOMO-LUMO gap (spin up / spin down)   7.793 / 7.802 eV
Charge   0
Multiplicity   1
SMILES   O=C=O.O=S.S
HOMO level (spin up / spin down)   -9.4 / -9.4 eV
Largest force on an atom   2.0 eV Å⁻¹

Geometry as XYZ:
```
8
Properties=species:S:1:pos:R:3:mulliken_charge:R:1
O -1.82005 -1.46733 -1.40707 -0.373
C -1.69636 -1.49126 -0.24430 0.737
O -1.58827 -1.40587 0.89881 -0.361
O -0.28427 3.74901 2.72286 -0.287
S -1.63723 3.26063 3.08158 0.287
S 2.19100 -0.78187 -2.24723 -0.266
H 3.05355 -1.59446 -1.68153 0.140
H 1.78163 -0.26885 -1.12312 0.123
```

[4]
The following is a quantum chemistry calculation of C12H20IrN8O2 as an isolated structure, from the Open Molecules 2025 dataset.

Calculated total energy   -1161.23492 hartree
HOMO-LUMO gap   6.855 eV
Charge   +3
Multiplicity   1
HOMO level   -18.0 eV
Largest force on an atom   0.7 eV Å⁻¹

Geometry as XYZ:
```
43
Properties=species:S:1:pos:R:3:mulliken_charge:R:1
Ir -1.31890 -0.63611 -1.74435 0.937
N -1.50161 -0.12848 0.20056 -0.686
C -0.93473 1.26657 0.44664 0.297
C -0.70616 1.55106 1.94999 -1.108
C 0.57989 2.23690 2.43222 -0.460
C 1.89682 1.46364 2.37881 -1.144
N 2.98702 2.24196 2.96170 -0.149
C 3.69395 3.17591 2.31633 0.709
N 4.68877 3.79401 2.94495 -0.364
N 3.42414 3.47039 1.04852 -0.237
C 0.18790 1.46887 -0.56416 0.566
O 1.13702 2.17277 -0.40810 -0.533
O -0.03031 0.81273 -1.72202 -0.461
H -2.48291 -0.13642 0.48586 0.386
H -1.04489 -0.81230 0.80603 0.369
H -1.73484 1.92572 0.09945 0.362
H -0.88935 0.63322 2.52031 0.422
H -1.51156 2.22078 2.25249 0.362
H 0.39378 2.47930 3.48108 0.471
H 0.68720 3.19629 1.92540 0.379
H 2.18611 1.17997 1.36754 0.438
H 1.83167 0.54196 2.95834 0.426
H 3.17689 2.12033 3.94382 0.249
H 4.97299 3.53030 3.87393 0.206
H 5.18531 4.55807 2.51651 0.218
H 2.60080 3.12244 0.57968 0.200
H 3.98012 4.15022 0.55567 0.257
N -0.48131 -4.43959 -2.80111 -0.055
C 0.83173 -4.06818 -2.57303 -0.668
C 0.80739 -2.80096 -2.09516 -0.167
N -0.52069 -2.41132 -2.03770 -0.193
C -1.27816 -3.43019 -2.47377 0.144
C -2.69030 -3.13570 -2.48610 0.606
N -2.96739 -1.89402 -2.09154 -0.189
C -4.33001 -1.73947 -2.15327 -0.256
C -4.87012 -2.91761 -2.57851 -0.465
N -3.82249 -3.78080 -2.77986 -0.068
H -0.76776 -5.33591 -3.17416 0.214
H 1.65234 -4.73528 -2.77598 0.411
H 1.61639 -2.15188 -1.81012 0.492
H -4.82723 -0.81643 -1.90982 0.451
H -5.89091 -3.20981 -2.75876 0.420
H -3.91661 -4.73293 -3.10834 0.212
```

[5]
The following is a quantum chemistry calculation of C27H28N2ScSi as an isolated structure at a distorted geometry, from the Open Molecules 2025 dataset.

Energy above the lowest of the compared OMol25 structures with the same formula, charge and spin   53.6 kcal per mole
Calculated total energy   -2205.12291 hartree
HOMO-LUMO gap   5.541 eV
Charge   +1
Multiplicity   1
HOMO level   -9.7 eV
Largest force on an atom   3.6 eV Å⁻¹

Geometry as XYZ:
```
59
Properties=species:S:1:pos:R:3:mulliken_charge:R:1
C 0.16884 2.13325 1.40845 -0.518
C -0.87403 2.37802 0.46371 -0.485
C -2.13143 2.08925 1.09048 -0.601
H -0.75870 2.79088 -0.53261 0.580
C -1.85759 1.71679 2.44716 -0.630
C -0.43809 1.74973 2.63842 -0.303
H 0.08151 1.62642 3.59252 0.554
H 1.23153 2.29184 1.24565 0.523
H -3.11095 2.24228 0.64828 0.579
H -2.59267 1.60492 3.24064 0.636
Sc -0.98172 0.01269 0.98719 -0.596
C -0.99540 -1.54450 -1.06610 -1.318
H -1.83698 -1.30861 -0.35550 0.253
H -0.45814 -2.43519 -0.70907 0.432
H -1.53744 -1.80871 -1.97913 0.681
Si 0.33287 -0.21024 -1.88037 0.620
C 1.78538 -0.45277 -3.08960 0.311
C 2.58657 0.71083 -3.23073 -0.004
H 2.20883 1.70591 -2.95727 0.387
C 3.91553 0.60798 -3.65001 -0.871
H 4.56443 1.48036 -3.61390 0.362
C 4.39720 -0.61093 -4.14635 -0.407
H 5.42134 -0.67425 -4.54107 0.373
C 3.54408 -1.72228 -4.15126 -0.518
H 3.90959 -2.65949 -4.55536 0.380
C 2.22913 -1.64998 -3.66309 -0.774
H 1.55917 -2.51259 -3.73206 0.355
C -0.87464 0.80273 -2.93977 0.639
C -0.48530 1.39370 -4.14591 -0.638
H 0.41525 1.06833 -4.66008 0.422
C -1.27062 2.40325 -4.71491 -0.623
H -0.92416 2.90818 -5.61182 0.404
C -2.49388 2.76088 -4.13973 -0.568
H -3.10225 3.55860 -4.57446 0.377
C -2.95487 2.06427 -3.01816 -0.628
H -3.92610 2.29466 -2.57521 0.393
C -2.17708 1.04823 -2.45833 -0.115
H -2.62772 0.45364 -1.65044 0.089
H -0.12870 0.68336 -0.59214 0.612
H 1.41984 0.51811 -1.12144 -0.305
N -2.29966 -1.28693 2.21542 -0.217
C -1.54699 -1.59139 3.41506 0.211
C -2.14381 -1.72448 4.65305 -0.678
C -1.33752 -1.89679 5.79496 -0.722
C 0.04749 -1.93287 5.69982 -0.932
C 0.69933 -1.76465 4.44876 0.915
C 2.09718 -1.64674 4.30681 -0.611
C 2.62550 -1.30225 3.07867 -0.911
C 1.77950 -1.05820 1.99643 -0.040
N 0.43303 -1.15850 2.10572 0.052
C -0.12488 -1.57866 3.30219 0.566
H -2.41828 -2.11583 1.62279 0.397
H -3.23814 -0.94134 2.41562 0.339
H -3.23359 -1.67221 4.74182 0.386
H -1.81199 -1.99931 6.76939 0.408
H 0.66263 -2.06305 6.59063 0.412
H 2.72448 -1.79969 5.17799 0.447
H 3.68408 -1.18713 2.94554 0.474
H 2.16899 -0.78955 1.01269 0.443
```